Entry 1:
A single C4H5NO2 molecule, computed with ωB97M-V with the def2-TZVPD basis set.

Computed properties:
SMILES = [H]/N=C1/COC=CO1
Frontier orbital gap = 8.8 eV
LUMO level = 0.569 eV

The geometry in XYZ format:
```
12
Properties=species:S:1:pos:R:3:forces:R:3
H -0.140 2.806 0.589 0.33 -0.16 -0.46
N -0.760 2.008 0.571 -0.37 -0.23 1.09
C -0.421 0.917 0.127 1.61 0.88 -3.52
C -1.277 -0.291 -0.129 0.03 0.28 0.29
O -0.606 -1.469 0.246 0.17 0.14 0.58
C 0.760 -1.309 0.285 0.89 -0.54 -1.66
C 1.450 -0.357 -0.385 0.45 -1.63 1.88
O 0.918 0.795 -0.795 -3.25 1.26 1.73
H -2.205 -0.217 0.444 0.16 0.05 -0.08
H -1.508 -0.299 -1.203 0.06 0.02 0.13
H 1.251 -2.197 0.650 0.05 0.05 0.08
H 2.537 -0.386 -0.400 -0.12 -0.12 -0.07
```
Forces are in eV/Å.

In the Mulliken picture, each atom carries the following charge in e: 0.300 -0.542 0.383 -0.205 -0.360 -0.271 -0.100 -0.425 0.279 0.246 0.349 0.347

Entry 2:
3 unconnected molecules or ions with the total composition C30H51Cl2N4O10P2S, computed with ωB97M-V with the def2-TZVPD basis set.

Computed properties:
Frontier orbital gap = 6.7 eV
Net charge = +1
LUMO level = -4.535 eV

The geometry in XYZ format:
```
100
Properties=species:S:1:pos:R:3:forces:R:3
C -5.794 -2.119 0.870 -0.52 0.37 -0.75
C -5.387 -2.188 -0.595 -1.28 -0.87 1.13
Cl -6.545 -2.897 -1.710 0.50 0.37 0.57
C -4.235 -1.747 -1.039 1.26 0.10 0.16
Cl -3.040 -1.056 0.044 -0.40 -0.18 -1.02
N -3.945 -1.809 -2.457 -0.17 0.82 -0.15
C -3.110 -2.683 -3.025 1.59 -1.86 0.58
C -2.348 -3.658 -2.147 -0.65 0.07 -0.20
C -3.114 -4.980 -1.847 0.11 0.33 1.25
C -2.383 -5.650 -0.635 0.21 -0.22 -0.39
C -0.839 -5.789 -0.817 -0.07 -0.20 0.56
C 0.043 -4.687 -0.178 0.34 0.10 -0.78
C 1.560 -5.086 -0.246 -0.89 1.10 -0.04
C 2.468 -3.813 -0.246 -0.62 -0.12 -0.09
S 3.743 -3.906 -1.557 0.72 0.00 -0.17
C 3.157 -3.047 -2.979 -0.63 0.04 -0.11
N 2.537 -1.934 -3.100 -0.42 0.85 1.86
N 2.287 -1.712 -4.409 -0.65 0.64 -0.95
C 2.770 -2.707 -5.056 -0.05 0.53 0.43
O 3.327 -3.575 -4.207 1.04 -2.10 -0.55
C -2.892 -2.727 -4.395 -0.43 0.57 -0.82
C -3.547 -1.822 -5.216 -0.33 0.20 0.82
C -4.416 -0.887 -4.599 0.69 -0.68 -1.89
C -4.581 -0.932 -3.266 -0.71 0.77 -0.08
O -5.424 -0.002 -2.675 0.71 0.41 -0.01
C -4.679 1.044 -2.334 -2.01 -2.29 -0.29
N -3.999 1.824 -1.883 1.54 2.11 0.73
H -6.405 -2.984 1.156 0.34 0.20 -0.12
H -4.930 -1.977 1.527 -0.31 -0.18 -0.21
H -6.440 -1.225 0.946 0.21 -0.33 0.19
H -2.168 -3.181 -1.176 0.19 -0.12 -0.33
H -1.392 -3.871 -2.644 -0.25 0.15 0.26
H -4.127 -4.710 -1.494 0.27 -0.21 -0.32
H -3.226 -5.662 -2.700 0.26 0.32 0.08
H -2.796 -6.657 -0.472 -0.02 0.37 -0.11
H -2.607 -5.069 0.278 0.11 -0.14 -0.32
H -0.509 -6.731 -0.342 -0.27 0.24 -0.25
H -0.607 -5.905 -1.891 0.04 0.09 0.33
H -0.295 -4.455 0.844 0.18 -0.22 -0.20
H -0.042 -3.742 -0.746 -0.12 -0.30 0.20
H 1.781 -5.747 0.601 0.22 -0.01 -0.47
H 1.716 -5.572 -1.219 0.00 -0.26 0.51
H 1.880 -2.896 -0.394 0.20 -0.24 -0.05
H 2.995 -3.686 0.710 0.10 -0.06 -0.48
H 2.765 -2.835 -6.132 0.23 -0.30 0.33
H -2.207 -3.458 -4.823 -0.15 0.16 0.36
H -3.412 -1.800 -6.298 0.03 -0.06 0.32
H -4.906 -0.160 -5.242 -0.13 0.00 0.54
O 5.921 3.237 -3.275 1.05 -3.70 -0.24
P 5.374 2.827 -1.946 -3.10 7.23 2.44
O 3.801 3.257 -2.098 0.38 -0.72 0.04
C 2.943 2.456 -2.904 -0.25 -0.19 -0.01
C 2.552 1.165 -2.206 0.07 0.06 0.02
O 5.903 4.110 -1.057 0.51 -0.75 0.13
C 7.035 4.873 -1.477 -0.01 0.31 -0.20
C 6.602 6.120 -2.223 -0.16 0.16 0.06
O 5.047 2.040 -0.512 1.41 -2.16 -2.30
C 6.060 1.145 0.001 0.23 -0.06 0.35
C 7.298 1.877 0.487 0.07 0.16 -0.17
H 3.424 2.246 -3.864 -0.02 0.04 -0.02
H 2.049 3.050 -3.103 0.13 0.12 0.05
H 3.417 0.510 -2.089 -0.09 -0.08 -0.04
H 1.799 0.630 -2.785 0.08 -0.02 -0.03
H 2.160 1.363 -1.207 -0.01 0.09 -0.05
H 7.711 4.267 -2.079 -0.11 0.00 -0.10
H 7.584 5.160 -0.576 -0.13 -0.09 0.09
H 5.881 5.891 -3.007 0.14 -0.16 -0.06
H 7.461 6.622 -2.670 0.00 0.00 0.02
H 6.110 6.815 -1.539 0.07 -0.01 0.01
H 6.321 0.415 -0.770 -0.02 -0.07 0.08
H 5.605 0.602 0.830 -0.17 0.08 -0.09
H 7.862 2.294 -0.350 0.03 -0.01 0.04
H 7.957 1.195 1.027 -0.05 -0.05 -0.02
H 7.028 2.704 1.143 -0.04 -0.06 0.02
O -3.981 3.042 4.275 0.20 3.69 0.80
P -2.519 3.079 4.585 1.84 -7.77 -1.23
O -1.879 2.496 3.197 -0.02 0.73 0.17
C -1.843 3.344 2.044 0.09 0.14 -0.14
C -0.749 4.388 2.148 -0.02 0.10 0.21
O -2.432 1.707 5.501 0.01 0.69 0.45
C -3.585 1.209 6.176 -0.19 -0.21 -0.12
C -4.253 0.113 5.369 0.06 -0.22 -0.11
O -1.007 3.486 5.148 -2.16 2.72 -0.16
C -0.937 4.370 6.291 0.20 0.08 0.47
C -1.424 3.716 7.571 -0.22 -0.12 -0.06
H -2.818 3.819 1.898 -0.02 -0.08 0.00
H -1.658 2.699 1.184 -0.04 -0.09 0.12
H -0.971 5.105 2.944 0.03 0.01 -0.10
H -0.649 4.937 1.215 -0.03 0.04 -0.09
H 0.206 3.925 2.389 0.02 -0.05 -0.04
H -4.284 2.016 6.401 -0.03 -0.01 -0.14
H -3.250 0.804 7.134 0.15 0.04 -0.06
H -4.416 0.416 4.335 -0.08 0.22 0.08
H -5.213 -0.164 5.811 0.02 -0.01 0.01
H -3.616 -0.774 5.341 -0.02 0.01 0.07
H -1.508 5.278 6.080 0.10 0.05 0.02
H 0.109 4.656 6.400 0.00 -0.09 -0.21
H -2.507 3.567 7.550 0.02 0.01 0.05
H -1.191 4.342 8.432 0.03 0.05 -0.06
H -0.964 2.738 7.707 0.06 0.05 -0.02
```
Forces are in eV/Å.

Results of the Mulliken charge analysis, in e, for atoms 1 through 99: -1.315 1.056 -0.138 -0.859 -0.076 0.451 0.799 -0.561 -0.371 -0.804 -0.841 -0.161 -0.712 -0.642 -0.234 0.394 0.111 -0.547 -0.021 -0.314 -0.830 -0.606 -0.422 0.354 -0.369 0.450 -0.326 0.378 0.443 0.323 -0.191 0.704 0.165 0.350 0.417 0.319 0.463 0.311 0.237 0.102 0.376 0.398 0.317 0.440 0.416 0.558 0.470 0.535 -0.777 1.111 -0.295 -0.485 -0.734 -0.348 -0.356 -1.215 -0.253 -0.331 -1.006 0.291 0.340 0.167 0.355 0.253 0.395 0.384 0.300 0.362 0.296 0.304 0.330 0.247 0.423 0.248 -0.782 1.103 -0.251 -0.281 -1.029 -0.348 -0.367 -1.199 -0.304 -0.357 -0.977 0.278 0.277 0.266 0.417 0.247 0.396 0.385 0.277 0.383 0.290 0.318 0.347 0.245 0.420

Entry 3:
14 unconnected molecules or ions with the total composition C20H70N2O14, computed with ωB97M-V with the def2-TZVPD basis set.

Computed properties:
Frontier orbital gap = 10.0 eV
LUMO level = 0.614 eV

The geometry in XYZ format:
```
106
Properties=species:S:1:pos:R:3:forces:R:3
C 8.151 -4.104 14.447 0.32 2.01 1.13
C 8.013 -2.851 13.620 0.06 0.23 -3.25
C 8.536 -1.587 14.217 -0.24 -0.19 1.74
O 8.023 -1.588 15.545 -0.46 0.88 -0.18
C 8.353 -0.448 16.323 1.17 -0.68 -1.33
N 8.836 -3.012 12.343 -0.74 -2.01 0.60
H 9.199 -4.351 14.479 0.43 -0.43 0.00
H 7.552 -4.897 14.091 -0.57 -0.93 -0.37
H 7.863 -3.784 15.460 -0.10 -0.65 -0.23
H 6.993 -2.676 13.218 0.20 -0.14 0.89
H 8.209 -0.711 13.620 0.42 -0.30 0.38
H 9.619 -1.670 14.351 0.27 0.35 -0.60
H 8.026 -0.716 17.271 -0.99 0.08 1.86
H 7.924 0.474 15.938 -0.11 0.12 0.00
H 9.441 -0.364 16.441 0.05 0.28 -0.37
H 8.403 -3.843 11.887 0.72 0.94 0.04
H 8.735 -2.230 11.718 -0.47 0.21 -0.09
C 12.675 -0.984 15.835 2.95 0.79 -0.50
C 13.114 0.185 14.895 -0.90 -0.84 -0.11
C 11.834 0.719 14.257 1.23 0.31 1.00
O 12.175 1.751 13.380 0.61 0.65 -1.61
C 11.456 2.945 13.644 1.07 -0.36 0.13
N 13.833 1.244 15.620 0.42 -0.08 -0.84
H 13.606 -1.231 16.383 -0.50 -0.19 -0.10
H 12.504 -1.809 15.178 -0.65 -0.74 -0.01
H 11.926 -0.788 16.587 -0.50 0.26 -0.28
H 13.686 -0.190 13.988 -0.12 0.01 1.23
H 11.205 1.167 15.012 -0.50 -0.37 0.49
H 11.366 -0.110 13.761 -0.53 -0.26 -0.35
H 11.659 3.137 14.703 -0.70 0.56 -0.08
H 10.435 2.751 13.383 -0.84 0.35 0.20
H 11.866 3.753 13.027 -0.08 -0.19 0.09
H 14.208 1.850 14.880 -0.06 0.18 0.67
H 14.656 0.898 16.139 -0.52 -0.04 -0.32
C 11.337 -3.817 17.110 0.95 1.27 0.02
O 12.579 -3.320 17.664 -0.59 0.10 0.30
H 11.298 -4.871 17.259 -0.17 -0.77 0.21
H 10.488 -3.301 17.526 -0.34 -0.03 0.53
H 11.279 -3.597 16.049 0.27 -0.08 -0.38
H 12.398 -2.522 18.206 -0.35 -0.37 -0.37
C 10.298 0.255 10.266 1.13 -1.60 -1.37
O 9.988 0.012 11.602 -1.03 0.59 0.59
H 10.407 -0.765 9.731 -0.27 1.65 0.36
H 9.568 0.895 9.766 -0.35 -0.31 0.28
H 11.252 0.784 10.139 0.06 -0.12 0.16
H 10.597 -0.652 11.963 0.23 -0.26 -0.26
C 16.010 -2.915 19.339 -0.38 0.23 -1.05
O 15.002 -2.107 18.669 1.49 0.41 1.24
H 17.038 -2.661 19.030 -0.45 0.18 -0.28
H 16.009 -2.846 20.415 -0.51 0.41 0.46
H 15.851 -3.947 19.095 0.01 -0.63 -0.16
H 14.355 -2.644 18.217 0.01 -0.65 -0.24
C 16.482 -1.920 14.023 0.43 1.90 -0.17
O 16.330 -1.607 15.405 -0.11 -0.33 -0.25
H 17.463 -2.339 13.903 0.42 -0.75 -0.15
H 15.703 -2.593 13.722 -0.34 -0.48 -0.32
H 16.517 -1.011 13.350 -0.46 -0.84 0.88
H 16.152 -0.677 15.539 0.14 0.32 -0.02
C 6.049 0.244 11.802 -0.39 -1.33 0.90
O 6.886 -0.852 11.433 -0.55 -0.24 -0.58
H 6.663 0.878 12.354 0.99 2.03 0.42
H 5.450 0.717 11.027 0.41 -0.04 -0.36
H 5.358 -0.056 12.608 -0.04 -0.56 -0.58
H 7.783 -0.548 11.223 -0.35 0.39 0.15
C 11.713 -1.029 20.630 -0.72 -0.18 0.33
O 11.549 -0.905 19.218 -0.78 -2.39 1.20
H 12.578 -0.490 21.019 0.01 0.14 -0.17
H 10.797 -0.731 21.237 0.94 -0.19 -0.95
H 11.893 -2.093 20.808 -0.07 0.12 0.16
H 11.825 -0.089 18.882 0.70 2.37 -0.88
C 12.507 -2.886 12.648 -0.33 -0.46 -1.24
O 11.358 -2.296 12.045 -0.31 -0.48 0.66
H 13.088 -3.429 11.908 -0.18 -0.52 -0.34
H 13.194 -2.129 12.913 0.51 1.07 0.91
H 12.301 -3.570 13.465 -0.22 0.11 0.29
H 10.498 -2.790 12.292 0.77 0.33 -0.24
C 18.009 1.881 13.110 -1.57 1.36 -1.01
O 16.779 1.265 13.443 0.54 -0.91 0.06
H 18.147 2.656 13.833 0.75 0.62 0.43
H 18.767 1.159 13.124 1.21 -0.89 0.00
H 17.931 2.380 12.096 0.36 -0.62 0.88
H 16.140 1.792 12.997 -1.46 0.57 -0.21
C 14.265 5.009 15.229 0.95 -1.31 0.06
O 15.179 4.326 14.366 -1.31 0.38 -1.38
H 14.038 6.016 14.957 -0.22 0.70 -0.48
H 13.396 4.402 15.401 -0.84 -0.09 -0.16
H 14.765 5.001 16.162 0.49 0.39 1.13
H 14.695 4.214 13.505 1.03 -0.14 0.89
C 17.556 1.040 17.920 -0.47 1.05 -0.37
O 16.441 0.339 17.499 -1.15 -1.80 0.65
H 17.499 1.191 18.970 0.75 -0.46 1.31
H 18.414 0.587 17.488 1.30 -0.21 0.24
H 17.465 2.047 17.588 0.08 0.86 -0.88
H 16.456 -0.471 18.071 -0.84 0.64 -1.15
C 14.887 2.286 10.755 -2.10 -0.43 0.80
O 14.561 2.701 12.107 -0.65 -0.44 -0.81
H 14.546 2.977 10.001 -0.02 0.56 -0.10
H 15.912 2.130 10.696 1.93 -0.03 -0.13
H 14.412 1.326 10.524 0.00 0.01 0.15
H 13.662 2.344 12.316 0.76 0.11 0.10
C 11.943 2.657 18.228 0.35 -0.31 -0.21
O 11.933 1.443 17.541 0.13 -1.01 -0.22
H 11.532 2.471 19.188 -0.41 -0.08 1.09
H 12.925 3.088 18.375 0.46 0.08 -0.14
H 11.305 3.355 17.745 -0.55 0.98 -0.52
H 12.628 1.394 16.826 -0.07 0.63 0.44
```
Forces are in eV/Å.

Results of the Mulliken charge analysis, in e, for atoms 1 through 99: -1.486 0.224 1.012 -0.535 -0.467 -0.536 0.308 0.456 0.308 0.338 0.037 -0.524 0.403 0.280 -0.012 0.272 -0.073 -0.040 1.036 0.272 0.282 -0.848 -0.042 -0.278 0.002 0.088 0.071 0.794 -1.690 0.145 0.238 0.224 0.120 -0.119 -0.535 -0.570 0.413 0.276 -0.005 0.236 -0.671 -0.111 0.280 0.300 0.131 0.126 -0.850 -0.344 0.296 0.285 0.336 0.326 -0.455 -0.415 0.296 0.233 0.060 0.229 -0.772 -0.510 0.315 0.282 0.290 0.255 -0.799 -0.281 0.304 0.235 0.293 0.295 -0.419 -0.636 0.414 0.011 0.244 0.411 -0.754 -0.197 0.273 0.296 0.215 0.248 -0.436 -0.384 0.293 0.021 0.282 0.282 -0.945 -0.220 0.364 0.311 0.293 0.160 -0.811 -0.637 0.298 0.287 0.273